1.
The following is a DFT calculation (the ωB97M-V functional and the def2-TZVPD basis) of a molecular structure, C21H25F6FeN3O2P.

Its spin multiplicity is 6. The calculation puts the orbital gap (spin up / spin down) at 8.42 / 7.39 eV. As for the expectation value of S²: 8.76. Its HOMO energy (spin up / spin down) is -8.553 / -8.574 eV.

Last column: Mulliken spin population.
Positions of all 59 atoms, in Å:
Fe (-0.222, -0.506, -0.349)  4.28
C (1.246, -2.070, -2.335)  -0.01
N (1.736, -1.375, -1.053)  0.03
C (2.442, -2.476, -0.301)  0.02
C (2.561, -2.385, 1.217)  0.00
C (1.190, -2.296, 1.950)  0.00
N (0.476, -1.058, 1.628)  0.08
C (0.311, -0.223, 2.603)  -0.02
C (-0.509, 0.946, 2.617)  0.01
C (-0.607, 1.665, 3.838)  -0.02
C (-1.546, 2.630, 4.040)  0.02
C (-2.531, 2.839, 3.040)  -0.01
C (-2.522, 2.114, 1.868)  0.04
C (-1.531, 1.118, 1.617)  0.01
O (-1.607, 0.336, 0.608)  0.17
C (2.734, -0.339, -1.510)  0.02
C (3.243, 0.739, -0.576)  0.00
C (2.208, 1.576, 0.173)  0.01
N (0.901, 1.464, -0.374)  0.09
C (0.366, 2.464, -0.892)  0.02
C (-0.937, 2.442, -1.482)  0.00
C (-1.648, 3.644, -1.662)  -0.01
C (-2.887, 3.655, -2.285)  0.02
C (-3.354, 2.534, -2.812)  -0.01
C (-2.650, 1.349, -2.816)  0.03
C (-1.436, 1.288, -2.118)  -0.01
O (-0.778, 0.132, -2.022)  0.18
H (2.083, -2.491, -2.835)  0.00
H (0.641, -1.415, -2.936)  0.00
H (0.483, -2.801, -2.017)  0.01
H (3.347, -2.611, -0.826)  0.00
H (1.885, -3.419, -0.581)  0.00
H (3.338, -1.636, 1.493)  0.00
H (3.048, -3.331, 1.484)  0.00
H (1.252, -2.426, 3.076)  0.00
H (0.600, -3.160, 1.666)  0.00
H (0.685, -0.406, 3.555)  0.01
H (0.183, 1.470, 4.560)  0.00
H (-1.555, 3.208, 5.006)  0.00
H (-3.258, 3.602, 3.251)  0.00
H (-3.360, 2.152, 1.209)  0.00
H (2.290, 0.159, -2.400)  0.00
H (3.575, -0.888, -2.053)  0.00
H (3.854, 1.444, -1.199)  0.00
H (3.935, 0.281, 0.180)  0.00
H (2.525, 2.635, 0.243)  0.01
H (2.129, 1.248, 1.242)  0.00
H (0.828, 3.459, -0.865)  0.01
H (-1.342, 4.540, -1.154)  0.00
H (-3.509, 4.539, -2.355)  0.00
H (-4.439, 2.450, -3.086)  0.00
H (-3.035, 0.498, -3.276)  0.00
F (-1.027, -2.378, -0.549)  0.00
P (-1.579, -3.944, -0.548)  0.00
F (-1.275, -3.992, -2.165)  0.00
F (-0.025, -4.343, -0.240)  0.00
F (-3.039, -3.442, -0.873)  0.00
F (-2.102, -5.447, -0.631)  0.00
F (-1.783, -3.761, 1.015)  0.00


2.
The following is a DFT calculation (the ωB97M-V functional and the def2-TZVPD basis) of a molecular structure, C21H25FN2O2.

Its spin multiplicity is 1. The energy above the lowest of the compared OMol25 structures with the same formula, charge and spin is 485.7 kcal per mole. The calculation puts the orbital gap at 8.15 eV. Its HOMO energy is -7.769 eV.

Last column: natural (NBO) charge in e.
Positions of all 51 atoms, in Å:
C (-5.782, -3.397, -1.025)  -0.26
O (-4.596, -3.386, -0.221)  -0.52
C (-3.959, -2.090, -0.022)  0.28
C (-4.425, -0.999, -0.585)  -0.26
C (-3.744, 0.008, -0.416)  -0.24
C (-2.734, 0.070, 0.651)  0.17
C (-2.412, -1.200, 1.326)  -0.22
C (-3.048, -2.197, 0.750)  -0.25
H (-2.798, -3.140, 1.208)  0.23
H (-1.436, -1.168, 1.820)  0.22
N (-2.040, 1.495, 1.007)  -0.60
H (-1.203, 1.154, 1.318)  0.34
C (-1.868, 2.282, 0.032)  -0.03
C (-1.098, 2.271, -1.125)  -0.27
N (0.260, 1.888, -0.995)  -0.44
C (0.652, 0.597, -0.851)  0.67
O (0.063, -0.418, -1.385)  -0.63
C (2.110, 0.317, -0.426)  -0.42
H (2.939, 1.133, -1.109)  0.21
C (2.498, -1.045, -0.645)  -0.49
C (3.818, -1.419, -0.258)  0.01
C (3.874, -2.085, 1.140)  -0.13
C (5.228, -2.341, 1.588)  -0.28
C (6.320, -1.917, 1.108)  -0.16
C (6.286, -1.028, -0.455)  -0.23
C (5.122, -0.914, -0.749)  0.32
F (4.971, -0.364, -1.862)  -0.32
H (7.202, -0.643, -0.736)  0.23
H (7.273, -2.219, 1.468)  0.21
H (5.339, -3.095, 2.497)  0.21
H (3.111, -2.458, 1.403)  0.16
H (1.728, -1.764, -0.463)  0.27
H (2.576, -1.221, -1.820)  0.22
H (2.201, 0.460, 0.540)  0.20
C (0.911, 2.953, -0.243)  -0.30
H (2.046, 3.012, -0.078)  0.26
C (0.317, 3.353, 0.927)  -0.42
C (-1.206, 3.624, 1.175)  -0.28
H (-1.707, 3.771, 1.895)  0.15
H (-1.453, 4.657, 0.438)  0.12
H (0.846, 4.151, 1.692)  0.25
H (0.307, 2.587, 2.028)  0.17
H (0.751, 3.842, -0.884)  0.21
H (-1.586, 1.165, -1.633)  0.26
H (-1.286, 3.110, -1.902)  0.25
H (-2.752, 2.713, -0.121)  0.20
H (-4.000, 1.002, -0.679)  0.20
H (-5.183, -1.041, -1.200)  0.22
H (-5.507, -2.985, -2.218)  0.14
H (-6.297, -4.367, -1.098)  0.21
H (-6.631, -2.718, -0.808)  0.17


3.
The following is a DFT calculation (the ωB97M-V functional and the def2-TZVPD basis) of a single C21H25FN2O2S molecule.

Its spin multiplicity is 1. The energy above the lowest of the compared OMol25 structures with the same formula, charge and spin is 33.6 kcal per mole. The calculation puts the orbital gap at 8.34 eV. The SMILES is COc1cccc(N2CCN(C(=O)CCSCc3ccccc3F)CC2)c1. Its HOMO energy is -7.714 eV.

Last column: natural (NBO) charge in e.
Positions of all 52 atoms, in Å:
C (-2.317, -6.817, 0.285)  -0.25
H (-2.648, -7.835, 0.086)  0.20
O (-2.845, -6.035, -0.757)  -0.49
C (-2.588, -4.696, -0.771)  0.32
C (-1.832, -4.032, 0.181)  -0.32
C (-1.611, -2.651, 0.094)  0.19
C (-2.192, -1.954, -0.965)  -0.31
C (-2.955, -2.624, -1.908)  -0.17
C (-3.152, -3.984, -1.831)  -0.29
H (-3.738, -4.516, -2.562)  0.22
H (-3.392, -2.067, -2.723)  0.21
H (-2.053, -0.891, -1.078)  0.21
N (-0.890, -2.025, 1.109)  -0.44
C (-0.832, -0.585, 1.180)  -0.22
H (-1.783, -0.156, 0.867)  0.22
C (0.329, -0.012, 0.349)  -0.23
N (1.566, -0.602, 0.802)  -0.45
C (2.616, 0.016, 1.392)  0.69
O (3.570, -0.612, 1.811)  -0.63
C (2.590, 1.538, 1.466)  -0.51
C (2.934, 2.133, 0.107)  -0.52
H (2.177, 1.916, -0.648)  0.22
H (3.894, 1.748, -0.236)  0.24
S (3.168, 3.941, 0.150)  0.20
C (1.469, 4.517, 0.528)  -0.55
C (0.467, 4.029, -0.466)  -0.14
C (-0.681, 3.355, -0.066)  0.45
C (-1.615, 2.877, -0.966)  -0.31
C (-1.402, 3.073, -2.318)  -0.19
C (-0.267, 3.743, -2.748)  -0.22
C (0.654, 4.214, -1.832)  -0.17
H (1.544, 4.727, -2.163)  0.23
H (-0.099, 3.897, -3.803)  0.22
H (-2.121, 2.705, -3.033)  0.22
H (-2.491, 2.365, -0.598)  0.23
F (-0.898, 3.143, 1.257)  -0.34
H (1.216, 4.215, 1.543)  0.24
H (1.552, 5.604, 0.493)  0.24
H (1.628, 1.899, 1.830)  0.21
H (3.360, 1.829, 2.183)  0.25
C (1.538, -2.051, 0.737)  -0.25
C (0.363, -2.595, 1.562)  -0.21
H (0.345, -3.680, 1.481)  0.21
H (0.504, -2.324, 2.614)  0.20
H (2.488, -2.421, 1.124)  0.25
H (1.421, -2.357, -0.309)  0.19
H (0.349, 1.068, 0.442)  0.22
H (0.188, -0.269, -0.708)  0.20
H (-0.670, -0.315, 2.231)  0.20
H (-1.428, -4.572, 1.021)  0.21
H (-1.222, -6.790, 0.296)  0.17
H (-2.698, -6.499, 1.262)  0.18


4.
The following is a DFT calculation (the ωB97M-V functional and the def2-TZVPD basis) of a single C21H25N3O3S molecule.

Its spin multiplicity is 1. The energy above the lowest of the compared OMol25 structures with the same formula, charge and spin is 78.5 kcal per mole. The calculation puts the orbital gap at 8.03 eV. The SMILES is [H]/N=c1/c2cc(OC)c(OC)cc2nc(SCc2ccccc2)n1CCCOC. Its HOMO energy is -7.369 eV.

Last column: natural (NBO) charge in e.
Positions of all 53 atoms, in Å:
C (-5.370, -0.653, -1.789)  -0.25
H (-4.565, -0.054, -2.233)  0.17
O (-4.936, -1.303, -0.626)  -0.55
C (-3.863, -2.187, -0.851)  -0.06
C (-3.413, -2.754, 0.490)  -0.43
H (-2.688, -3.550, 0.312)  0.22
H (-4.283, -3.171, 0.996)  0.22
C (-2.803, -1.671, 1.389)  -0.22
N (-1.504, -1.234, 0.917)  -0.45
C (-1.347, -0.057, 0.246)  0.33
N (-0.257, 0.375, -0.272)  -0.56
C (0.882, -0.366, -0.108)  0.24
C (0.868, -1.579, 0.587)  -0.18
C (2.058, -2.282, 0.735)  -0.18
C (3.258, -1.808, 0.226)  0.23
C (3.269, -0.568, -0.460)  0.32
C (2.082, 0.122, -0.622)  -0.34
H (2.045, 1.068, -1.134)  0.23
O (4.466, -0.096, -0.932)  -0.52
C (4.490, 1.158, -1.566)  -0.25
H (3.891, 1.159, -2.482)  0.18
H (5.535, 1.334, -1.820)  0.20
H (4.138, 1.952, -0.900)  0.18
O (4.323, -2.623, 0.470)  -0.49
C (5.604, -2.349, -0.047)  -0.24
H (6.023, -1.430, 0.369)  0.18
H (6.217, -3.197, 0.260)  0.19
H (5.598, -2.282, -1.137)  0.18
H (2.050, -3.219, 1.265)  0.25
C (-0.385, -2.075, 1.136)  0.45
N (-0.403, -3.178, 1.754)  -0.72
H (-1.291, -3.486, 2.129)  0.34
S (-2.739, 1.013, 0.091)  0.25
C (-1.943, 2.441, -0.720)  -0.53
C (-0.809, 3.018, 0.067)  -0.02
C (0.366, 3.380, -0.578)  -0.21
C (1.419, 3.921, 0.136)  -0.20
C (1.311, 4.103, 1.504)  -0.22
C (0.140, 3.752, 2.152)  -0.22
C (-0.916, 3.217, 1.437)  -0.18
H (-1.828, 2.939, 1.945)  0.21
H (0.048, 3.894, 3.219)  0.21
H (2.138, 4.517, 2.063)  0.21
H (2.330, 4.200, -0.376)  0.21
H (0.454, 3.233, -1.645)  0.21
H (-2.759, 3.159, -0.827)  0.24
H (-1.609, 2.113, -1.703)  0.24
H (-2.694, -2.046, 2.412)  0.21
H (-3.479, -0.814, 1.411)  0.24
H (-4.180, -3.006, -1.517)  0.17
H (-3.030, -1.660, -1.345)  0.17
H (-6.186, 0.002, -1.492)  0.19
H (-5.728, -1.372, -2.538)  0.16


Total energy for the records above, in order: -90735.0266, -31955.5980, -42810.9403, -43629.8958 eV